1.
A cluster of 13 separate species, C23H72N6O13 in total in a non-equilibrium geometry, computed with the ωB97M-V functional and the def2-TZVPD basis.

For the energy above the lowest of the compared OMol25 structures with the same formula, charge and spin, the calculation gives 641.1 kJ/mol. The max |F| is 11.34 eV/A. The value obtained for the total energy is -2225.8847 Ha. The calculation puts the orbital gap at 8.93 eV.

ORCA input file:
```
! RIJCOSX wB97M-V def2-TZVPD def2/J DEFGRID3
* xyz 0 1
C -7.5010 -24.8030 11.7870
O -6.3130 -24.4160 11.1350
H -7.3350 -25.0530 12.8410
H -7.7910 -25.7060 11.2700
H -8.3220 -24.1040 11.7880
H -5.6060 -24.6850 11.7450
C -8.5070 -17.1490 13.7990
O -8.4080 -18.5200 13.6890
H -9.4110 -16.8020 13.3620
H -7.8820 -16.6110 13.1530
H -8.4020 -16.8320 14.8540
H -8.7560 -18.8270 14.5460
C -7.9760 -22.7970 16.3330
O -8.4400 -22.4370 15.0920
H -8.7000 -23.3530 16.8670
H -7.7500 -21.9040 16.8790
H -7.0010 -23.3360 16.1520
H -7.7330 -22.1550 14.5400
C -8.9480 -24.4410 8.8250
O -7.7610 -25.2840 8.7940
H -9.5450 -24.5060 9.7340
H -9.6960 -24.7210 8.0900
H -8.6160 -23.3830 8.8430
H -7.2100 -24.9790 9.5130
C -11.8290 -22.4320 7.9410
O -12.2720 -23.4660 8.8270
H -12.1030 -22.5520 6.8990
H -10.7120 -22.3450 7.9850
H -12.2470 -21.4390 8.2290
H -13.1460 -23.8230 8.5840
C -8.6620 -16.7050 10.0310
O -7.3700 -16.1620 9.9030
N -9.0470 -17.5900 10.8810
N -9.6440 -16.4410 9.1540
H -8.5010 -17.8200 11.6950
H -10.0000 -17.9950 10.8520
H -9.5320 -15.5290 8.6730
H -10.6100 -16.7830 9.1070
C -5.9050 -21.6580 13.4690
O -5.1130 -22.5800 14.1100
N -6.2170 -21.7430 12.2020
N -6.4610 -20.6490 14.1100
H -6.0140 -22.5230 11.6080
H -6.8080 -21.1060 11.7670
H -6.1470 -20.4270 15.1180
H -7.0590 -19.9010 13.7710
C -9.2510 -19.2490 16.8350
O -8.2410 -19.6160 17.6450
N -9.9220 -18.1500 17.0040
N -9.6210 -19.8970 15.7620
H -9.6380 -17.4630 17.7730
H -10.7490 -18.0040 16.4930
H -9.1350 -20.8230 15.6070
H -10.3420 -19.5980 15.1080
C -12.9360 -20.4130 13.9770
C -12.7080 -18.9890 14.3440
C -12.8280 -18.8160 15.8500
O -11.5440 -18.5520 14.0990
H -13.9450 -20.7180 14.2030
H -12.3720 -21.1510 14.6340
H -12.6190 -20.5520 12.9650
H -13.3790 -18.3390 13.7610
H -12.7070 -17.7790 16.1870
H -12.1500 -19.5010 16.4340
H -13.8200 -19.0850 16.2480
H -11.3550 -18.6730 13.1610
C -9.8420 -21.3650 12.5150
C -10.6050 -22.2280 11.5570
C -11.4560 -23.2470 12.3080
O -11.3890 -21.5850 10.8430
H -10.3380 -21.2150 13.4990
H -9.5170 -20.4410 12.1260
H -8.9040 -21.8900 12.7220
H -9.9150 -22.7770 10.9820
H -12.2400 -22.7770 12.9410
H -10.8130 -23.7260 13.0540
H -11.9990 -24.0050 11.7270
H -11.6930 -22.2110 10.1990
C -12.2710 -16.7980 11.1930
C -12.3130 -18.2670 10.7110
C -12.3590 -18.3390 9.1580
O -11.3260 -18.9440 11.0530
H -11.9390 -16.2010 10.4000
H -11.6450 -16.5840 12.0620
H -13.2370 -16.4430 11.3220
H -13.1740 -18.7210 11.2030
H -11.4010 -18.2300 8.6310
H -13.0580 -17.5780 8.9110
H -12.6600 -19.3010 8.7260
H -11.4040 -19.9030 10.7910
C -16.9590 -20.4150 10.2840
C -15.4460 -20.4860 10.5570
C -15.0660 -21.5730 11.4950
O -14.8140 -20.8220 9.5470
H -17.5100 -20.1550 11.2360
H -17.4460 -21.3260 9.8760
H -17.1920 -19.5680 9.6670
H -15.1700 -19.5240 10.9510
H -15.4300 -22.5310 11.2820
H -15.3360 -21.4000 12.5380
H -14.0030 -21.6910 11.5180
H -14.9610 -20.0780 8.9120
C -6.5190 -21.1840 9.0390
C -7.5640 -20.1780 9.3430
C -8.9180 -20.3810 8.7010
O -7.6680 -19.8690 10.5330
H -6.4450 -21.3190 7.9770
H -6.7920 -22.1770 9.4530
H -5.5290 -20.9050 9.3450
H -7.1690 -19.3280 8.8600
H -9.4150 -21.1810 9.3180
H -8.7190 -20.7640 7.6890
H -9.6070 -19.5130 8.7010
H -8.0630 -18.9500 10.5580
*
```


2.
A cluster of 15 separate species, C23H76N6O15 in total in a non-equilibrium geometry, computed with the ωB97M-V functional and the def2-TZVPD basis.

For the energy above the lowest of the compared OMol25 structures with the same formula, charge and spin, the calculation gives 482.4 kJ/mol. The max |F| is 7.56 eV/A. The value obtained for the total energy is -2378.8660 Ha. The calculation puts the orbital gap at 8.95 eV.

ORCA input file:
```
! RIJCOSX wB97M-V def2-TZVPD def2/J DEFGRID3
* xyz 0 1
C -0.1895 -0.9354 -3.7453
C 0.9425 -1.6567 -2.9991
O 1.3687 -2.8193 -3.7019
H -0.5592 0.0166 -3.2545
H -1.1256 -1.5787 -3.8908
H 0.1873 -0.6474 -4.7150
H 0.6137 -2.0380 -2.0323
H 1.8321 -1.0384 -2.9239
H 0.9131 -3.5924 -3.3374
C -3.0019 2.3225 -3.6030
C -1.7265 2.8879 -2.9754
O -0.8461 3.4551 -3.8788
H -3.7435 1.9453 -2.9351
H -2.7186 1.5156 -4.3282
H -3.5131 3.1583 -4.1049
H -1.2025 1.9882 -2.4594
H -1.8400 3.6701 -2.2579
H -0.0803 3.8350 -3.3994
C 3.5101 -1.9748 -0.5794
C 3.5437 -3.5005 -0.3719
O 2.5255 -4.0987 -1.1530
H 3.8394 -1.6698 -1.5530
H 4.1747 -1.5257 0.1388
H 2.5819 -1.6526 -0.4468
H 3.3782 -3.8958 0.6188
H 4.5130 -3.8362 -0.7288
H 2.6122 -3.7911 -2.0545
C 1.8708 1.6264 -4.1557
C 3.2355 1.1521 -4.0196
O 4.0566 1.6404 -5.0476
H 1.7974 2.6715 -3.9829
H 1.3189 1.2155 -3.3484
H 1.4724 1.2673 -5.0537
H 3.3547 0.0770 -3.9778
H 3.5914 1.4481 -3.0673
H 3.7591 1.2227 -5.8695
C -3.2360 -3.2702 1.5139
C -4.4293 -3.4238 0.6796
O -4.4836 -4.7062 0.1070
H -3.4220 -2.4577 2.2093
H -2.3476 -2.9516 0.9027
H -3.0041 -4.1594 2.1589
H -4.4860 -2.6542 -0.0635
H -5.2588 -3.2509 1.3922
H -5.2768 -4.6619 -0.4478
C -4.0981 0.4732 1.8592
C -3.8871 1.8846 1.3944
O -3.5468 1.9618 0.0505
H -5.0533 0.1083 1.4727
H -4.2987 0.3663 2.9386
H -3.3100 -0.1721 1.5385
H -3.0965 2.3800 1.9501
H -4.8269 2.4809 1.5299
H -4.3842 1.9405 -0.4704
C 1.3321 -4.7003 2.3791
C 0.1654 -4.0808 1.6530
O 0.5962 -3.1323 0.7109
H 0.9939 -5.4378 3.0566
H 1.8743 -4.0045 2.9764
H 2.0007 -5.2648 1.6908
H -0.4198 -3.6090 2.4768
H -0.5022 -4.7760 1.1569
H 1.3284 -3.5161 0.2927
C 2.0519 1.6610 3.7128
C 2.1206 2.2531 2.3101
O 0.8013 2.7842 2.1012
H 1.2949 0.9090 3.7128
H 1.7685 2.3625 4.4685
H 2.9726 1.2450 3.9250
H 2.3613 1.5706 1.5364
H 2.8612 3.0512 2.2974
H 0.3061 2.2535 1.4967
C -0.0717 0.5641 0.0772
O 1.1008 0.4735 -0.6601
N -0.5415 -0.4440 0.7545
N -0.7224 1.7063 0.1682
H 0.0172 -1.2419 0.7914
H -1.2404 -0.3012 1.4947
H -0.3516 2.4764 -0.3733
H -1.7413 1.8040 0.3375
C -1.6485 4.5661 0.5262
O -0.5535 4.4940 -0.3124
N -2.8371 4.9682 0.2019
N -1.5589 4.2934 1.8144
H -3.0223 5.2191 -0.8027
H -3.6817 4.7772 0.6976
H -0.7340 3.8587 2.2048
H -2.3348 4.3564 2.4710
C -1.6005 -1.4672 4.2648
O -1.5554 -0.5489 3.2706
N -2.6129 -1.7488 5.0333
N -0.5649 -2.0748 4.6847
H -3.5102 -1.4519 4.7161
H -2.4970 -2.2392 5.9344
H 0.3020 -1.9376 4.1061
H -0.6227 -2.8414 5.4336
C 2.6953 -1.2701 2.5749
O 2.1256 -1.6355 3.8456
H 3.4680 -0.5583 2.7146
H 1.9838 -0.6544 1.9915
H 3.0739 -2.1169 2.0362
H 2.8665 -1.8778 4.4713
C 5.4388 0.8084 -1.0483
O 4.2652 1.0359 -0.3540
H 6.3684 1.1999 -0.6375
H 5.4636 1.2591 -2.0426
H 5.5618 -0.2535 -1.1409
H 3.5003 0.6835 -0.8479
C 2.2217 3.7752 -1.2265
O 1.3419 4.4468 -2.1209
H 2.0569 4.2615 -0.2553
H 3.2280 3.9180 -1.4328
H 2.0229 2.7148 -1.2867
H 0.5791 4.6328 -1.5507
C -3.2251 -0.5363 -1.5828
O -2.2570 -1.4586 -1.1164
H -2.7030 0.4219 -1.6927
H -3.9234 -0.5222 -0.7482
H -3.8199 -0.7917 -2.5058
H -1.6578 -1.0632 -0.3538
*
```